No. 1
The following is a quantum chemistry calculation of C28H39MnN7O3S as an isolated structure, from the OMol25 dataset.

Atoms and positions in Å:
Mn1 -0.26 -0.27 -0.37
C1 -4.28 -3.15 1.46
N1 -3.09 -2.35 1.75
C2 -2.59 -2.39 3.13
C3 -2.41 -1.71 0.82
O1 -1.34 -1.11 1.04
C4 -2.94 -1.72 -0.61
O2 -2.11 -0.90 -1.42
C5 -2.75 0.25 -2.01
C6 -1.24 1.58 -0.81
O3 -0.84 1.39 0.36
N2 -1.89 4.07 -1.53
C7 -1.41 4.44 -0.18
C8 -3.73 4.08 -3.20
H1 -4.77 -3.40 2.39
H2 -4.99 -2.60 0.84
H3 -4.02 -4.08 0.95
H4 -3.39 -2.09 3.81
H5 -2.28 -3.40 3.39
H6 -1.76 -1.71 3.23
H7 -2.92 -2.74 -1.00
H8 -3.97 -1.36 -0.63
H9 -2.22 0.39 -2.96
H10 -3.80 0.05 -2.22
H11 -0.67 3.75 0.21
H12 -0.96 5.43 -0.24
H13 -2.24 4.48 0.51
H14 -3.48 3.07 -3.54
H15 -4.80 4.22 -3.29
H16 -3.24 4.81 -3.84
C9 1.29 -4.24 -0.29
C10 2.47 -4.03 -1.01
C11 2.67 -2.79 -1.57
C12 1.72 -1.79 -1.43
N3 0.60 -1.98 -0.69
C13 0.41 -3.19 -0.15
C14 1.80 -0.50 -2.10
C15 2.75 -0.12 -3.04
C16 2.67 1.14 -3.61
C17 1.64 2.00 -3.26
C18 0.69 1.55 -2.35
N4 0.79 0.33 -1.79
C19 -0.47 2.26 -1.89
C20 -1.10 3.38 -2.38
C21 -3.32 4.27 -1.74
C22 -4.08 3.28 -0.85
C23 -3.76 2.02 -0.61
N5 -2.62 1.37 -1.16
H17 1.07 -5.19 0.15
H18 3.19 -4.82 -1.11
H19 3.57 -2.58 -2.14
H20 -0.49 -3.32 0.43
H21 3.54 -0.80 -3.33
H22 3.40 1.45 -4.34
H23 1.57 3.00 -3.67
H24 -1.08 3.66 -3.43
H25 -3.58 5.28 -1.43
H26 -4.98 3.67 -0.39
H27 -4.42 1.40 0.00
C24 5.19 1.09 1.08
C25 4.59 -0.24 0.64
N6 3.88 -0.92 1.72
C26 2.61 -0.71 2.06
S1 1.57 0.36 1.20
N7 2.12 -1.32 3.14
C27 2.89 -2.02 4.17
C28 3.58 -1.05 5.13
H28 5.73 1.54 0.26
H29 5.89 0.94 1.91
H30 4.40 1.77 1.40
H31 5.37 -0.91 0.29
H32 3.88 -0.07 -0.17
H33 4.46 -1.43 2.37
H34 1.20 -0.99 3.40
H35 3.62 -2.67 3.69
H36 2.19 -2.65 4.71
H37 4.28 -0.40 4.61
H38 4.13 -1.61 5.89
H39 2.84 -0.43 5.64

Its energy above the lowest of the compared OMol25 structures with the same formula, charge and spin is 351.4 kJ/mol. As for the charge: +2. Its LUMO energy (spin up / spin down) is -5.7 / -5.8 eV. Its spin multiplicity is 2. For the HOMO energy (spin up / spin down), the calculation gives -12.9 / -12.8 eV.


No. 2
The following is a quantum chemistry calculation of C5H8O2 as an isolated structure, from the OMol25 dataset.

Atoms and positions in Å:
O1 0.27 -1.69 1.54
C1 0.11 -0.29 1.45
C2 -0.23 -0.07 0.01
C3 -1.37 0.02 -0.68
C4 -0.65 -0.11 -1.98
O2 -0.94 -0.22 -3.13
C5 0.70 -0.14 -1.20
H1 0.68 -1.89 2.39
H2 -0.69 0.09 2.11
H3 1.04 0.23 1.72
H4 0.78 2.15 0.51
H5 -2.41 0.10 -0.39
H6 0.08 2.14 0.28
H7 1.28 -1.06 -1.28
H8 1.35 0.73 -1.36

Its energy above the lowest of the compared OMol25 structures with the same formula, charge and spin is 296.9 kJ/mol. Its LUMO energy is 0.3 eV. For the HOMO energy, the calculation gives -9.6 eV.


No. 3
The following is a quantum chemistry calculation of a 2-piece molecular cluster, C4H4O overall, from the OMol25 dataset.

Atoms and positions in Å:
C1 -2.41 1.06 0.01
C2 -1.84 -0.06 -0.30
C3 2.29 0.09 0.36
C4 -1.29 -1.17 -0.11
O1 3.17 0.23 -0.43
H1 -2.76 1.86 -0.61
H2 1.88 -0.89 0.63
H3 1.82 0.93 0.90
H4 -0.85 -2.06 -0.46

Its energy above the lowest of the compared OMol25 structures with the same formula, charge and spin is 556.6 kJ/mol. Its LUMO energy (spin up / spin down) is -1.5 / -1.5 eV. For the HOMO energy (spin up / spin down), the calculation gives -8.8 / -8.8 eV.


No. 4
The following is a quantum chemistry calculation of a 2-piece molecular cluster, C5H14S overall, from the OMol25 dataset.

Atoms and positions in Å:
C1 1.85 -0.81 0.55
C2 2.84 -0.38 1.74
C3 2.21 0.09 -0.56
H1 0.76 -0.72 0.89
H2 1.88 -1.90 0.32
H3 3.74 -0.97 1.74
H4 3.29 0.58 1.42
H5 1.76 -0.24 -1.52
H6 3.13 0.36 -0.62
H7 2.44 -0.26 2.77
H8 1.55 1.21 -0.42
C4 -3.90 0.34 0.17
C5 -1.79 0.35 -1.73
S1 -3.45 1.13 -1.40
H9 -3.15 -0.27 0.82
H10 -3.98 1.17 0.90
H11 -4.88 -0.14 0.38
H12 -1.64 0.47 -2.76
H13 -1.77 -0.72 -1.45
H14 -0.89 0.71 -1.26

Its energy above the lowest of the compared OMol25 structures with the same formula, charge and spin is 229.4 kJ/mol. Its LUMO energy is 0.9 eV. For the HOMO energy, the calculation gives -8.6 eV.


No. 5
The following is a quantum chemistry calculation of C29H21ClINO3PTa as an isolated structure, from the OMol25 dataset.

Atoms and positions in Å:
Ta1 0.33 0.12 0.01
Cl1 4.90 0.41 5.60
C1 3.65 0.12 4.46
C2 2.64 -0.76 4.77
C3 1.60 -1.00 3.86
I1 0.03 -2.30 4.28
C4 1.61 -0.35 2.66
O1 0.68 -0.45 1.67
C5 2.64 0.53 2.31
N1 2.54 1.09 1.06
C6 3.48 1.95 0.71
C7 4.55 2.29 1.54
C8 4.66 1.71 2.78
C9 3.68 0.79 3.20
H1 2.64 -1.27 5.72
H2 3.39 2.40 -0.27
H3 5.29 3.00 1.20
H4 5.48 1.96 3.44
C10 2.57 2.56 -6.06
C11 3.27 2.27 -4.89
C12 2.62 1.65 -3.84
C13 1.27 1.31 -3.97
C14 0.57 1.61 -5.13
C15 1.23 2.23 -6.18
P1 0.47 0.49 -2.59
C16 -1.31 0.39 -2.88
C17 -2.02 1.60 -2.87
C18 -3.39 1.59 -3.06
C19 -4.06 0.39 -3.25
C20 -3.35 -0.81 -3.25
C21 -1.98 -0.82 -3.06
C22 1.02 -1.22 -2.45
C23 1.58 -2.04 -3.42
C24 1.90 -3.34 -3.06
C25 1.65 -3.82 -1.77
C26 1.10 -3.00 -0.80
C27 0.79 -1.67 -1.13
H5 3.08 3.06 -6.87
H6 4.32 2.52 -4.80
H7 3.16 1.40 -2.93
H8 -0.48 1.34 -5.23
H9 0.70 2.46 -7.09
H10 -1.49 2.54 -2.74
H11 -3.94 2.53 -3.07
H12 -5.13 0.38 -3.40
H13 -3.88 -1.75 -3.40
H14 -1.44 -1.75 -3.06
H15 1.77 -1.66 -4.42
H16 2.34 -4.00 -3.80
H17 1.91 -4.84 -1.53
H18 0.91 -3.39 0.19
C28 -3.67 2.03 0.74
O2 -2.82 0.85 0.54
C29 -1.58 1.03 0.34
O3 -0.91 2.07 0.28
H19 -4.68 1.70 0.50
H20 -3.35 2.83 0.09
H21 -3.60 2.33 1.78

Its energy above the lowest of the compared OMol25 structures with the same formula, charge and spin is 94.4 kJ/mol. As for the charge: +2. Its LUMO energy is -7.3 eV. For the HOMO energy, the calculation gives -14.1 eV.


No. 6
The following is a quantum chemistry calculation of CHI2NO as an isolated structure, from the OMol25 dataset.

Atoms and positions in Å:
C1 -0.06 -0.05 -0.21
N1 -0.11 0.12 1.14
O1 0.81 0.44 1.84
I1 -1.24 1.58 -0.92
I2 -0.84 -1.97 -0.73
H1 1.43 -0.12 -1.12

Its energy above the lowest of the compared OMol25 structures with the same formula, charge and spin is 424.1 kJ/mol. Its LUMO energy is -1.4 eV. For the HOMO energy, the calculation gives -9.6 eV.


No. 7
The following is a quantum chemistry calculation of one molecule with the formula C4H7NO2, from the OMol25 dataset.

Atoms and positions in Å:
C1 0.56 -1.43 -0.72
C2 0.14 -0.28 0.09
N1 0.58 -0.08 1.28
O1 1.17 -1.27 1.75
C3 -0.54 0.80 -0.66
C4 -1.47 1.60 0.13
O2 -0.22 2.13 -0.30
H1 0.76 -2.38 -0.22
H2 0.07 -1.57 -1.70
H3 1.44 -0.65 -0.68
H4 1.61 -1.00 2.56
H5 -0.71 0.63 -1.72
H6 -2.35 2.02 -0.34
H7 -1.51 1.36 1.19

Its energy above the lowest of the compared OMol25 structures with the same formula, charge and spin is 483.5 kJ/mol. Its LUMO energy is 0.9 eV. For the HOMO energy, the calculation gives -9.0 eV.


No. 8
The following is a quantum chemistry calculation of C32H30BrCl3F5N3O2RuSSi as an isolated structure, from the OMol25 dataset.

Atoms and positions in Å:
Ru1 0.20 1.53 1.07
O1 -0.63 2.12 5.01
C1 -0.31 1.63 3.92
N1 0.05 2.42 2.83
C2 0.03 3.82 3.10
C3 0.96 4.59 2.23
C4 1.12 5.96 2.42
C5 1.96 6.67 1.59
C6 2.65 5.97 0.60
C7 2.44 4.61 0.48
N2 1.61 3.93 1.27
C8 -0.24 0.21 3.67
C9 -0.53 -0.74 4.66
C10 -0.38 -2.07 4.39
C11 0.08 -2.45 3.10
C12 0.32 -1.47 2.17
N3 0.15 -0.18 2.41
H1 0.29 3.97 4.17
H2 -0.99 4.22 2.98
H3 0.55 6.45 3.19
H4 2.08 7.74 1.70
H5 3.32 6.48 -0.07
H6 2.94 4.06 -0.30
H7 -0.86 -0.36 5.62
H8 -0.60 -2.83 5.13
H9 0.26 -3.49 2.85
H10 0.66 -1.74 1.17
C13 -5.40 -3.64 -0.50
C14 -4.16 -3.74 -1.40
C15 -3.54 -5.12 -1.16
C16 -4.61 -3.61 -2.86
C17 -3.12 -2.66 -1.11
C18 -3.30 -1.67 -0.16
C19 -2.31 -0.74 0.06
Br1 -2.70 0.56 1.42
C20 -1.07 -0.71 -0.63
O2 -0.15 0.17 -0.41
C21 -0.90 -1.74 -1.61
C22 -1.92 -2.65 -1.82
C23 0.36 -1.91 -2.46
C24 1.48 -0.92 -2.17
C25 -0.02 -1.73 -3.94
C26 0.90 -3.34 -2.23
H11 -6.09 -4.44 -0.76
H12 -5.91 -2.69 -0.64
H13 -5.13 -3.74 0.55
H14 -4.28 -5.90 -1.36
H15 -3.23 -5.22 -0.12
H16 -2.68 -5.30 -1.79
H17 -5.31 -4.40 -3.11
H18 -3.76 -3.68 -3.54
H19 -5.09 -2.65 -3.02
H20 -4.20 -1.59 0.42
H21 -1.78 -3.41 -2.57
H22 1.16 0.09 -2.38
H23 2.33 -1.15 -2.83
H24 1.83 -0.98 -1.14
H25 -0.43 -0.74 -4.09
H26 -0.76 -2.46 -4.26
H27 0.87 -1.84 -4.56
H28 1.04 -3.52 -1.17
H29 1.86 -3.45 -2.73
H30 0.23 -4.09 -2.63
Cl1 0.14 4.34 -1.69
Si1 -0.91 3.16 -0.31
Cl2 -2.10 4.66 0.57
Cl3 -2.34 2.31 -1.61
F1 6.66 2.43 -2.38
C27 5.76 2.02 -1.46
C28 4.39 2.13 -1.70
F2 3.96 2.66 -2.86
C29 3.49 1.71 -0.73
F3 2.16 1.82 -0.95
C30 3.90 1.19 0.51
S1 2.78 0.71 1.71
C31 5.29 1.06 0.70
F4 5.75 0.53 1.85
C32 6.20 1.46 -0.27
F5 7.52 1.32 -0.05

Its energy above the lowest of the compared OMol25 structures with the same formula, charge and spin is 223.0 kJ/mol. As for the charge: -1. Its LUMO energy (spin up / spin down) is 1.0 / 1.5 eV. Its spin multiplicity is 2. For the HOMO energy (spin up / spin down), the calculation gives -5.1 / -4.9 eV.


No. 9
The following is a quantum chemistry calculation of C5H13NO as an isolated structure, from the OMol25 dataset.

Atoms and positions in Å:
C1 1.77 0.45 -0.41
N1 2.89 -0.41 -0.12
O1 1.13 0.89 0.74
H1 1.21 0.17 1.38
H2 3.11 -1.04 -0.88
H3 3.74 0.09 0.14
H4 2.03 1.34 -0.99
H5 0.67 -0.76 -0.59
C2 -1.43 0.79 -1.05
C3 -1.83 0.14 1.41
C4 -1.30 -0.18 0.05
C5 -0.56 -1.35 -0.25
H6 -2.21 1.53 -0.90
H7 -1.61 0.31 -2.01
H8 -0.41 1.25 -1.17
H9 -1.43 -0.53 2.17
H10 -1.59 1.17 1.68
H11 -2.92 0.06 1.43
H12 -0.78 -1.85 -1.19
H13 -0.45 -2.07 0.55

Its energy above the lowest of the compared OMol25 structures with the same formula, charge and spin is 413.0 kJ/mol. Its LUMO energy (spin up / spin down) is 0.8 / 0.8 eV. For the HOMO energy (spin up / spin down), the calculation gives -6.9 / -6.9 eV.


No. 10
The following is a quantum chemistry calculation of C27H17AuBrF4N6O2P as an isolated structure, from the OMol25 dataset.

Atoms and positions in Å:
Au1 0.26 0.79 0.87
F1 4.91 -3.33 -3.29
C1 3.91 -2.86 -2.58
C2 2.74 -3.62 -2.44
F2 2.63 -4.80 -3.01
C3 1.69 -3.09 -1.70
F3 0.57 -3.80 -1.54
C4 1.77 -1.84 -1.08
P1 0.24 -1.32 -0.23
C5 -0.08 -2.57 1.01
C6 -1.40 -2.72 1.44
C7 -1.71 -3.75 2.30
C8 -0.71 -4.59 2.77
C9 0.62 -4.38 2.40
C10 0.94 -3.37 1.52
C11 -0.97 -1.35 -1.56
C12 -1.96 -2.33 -1.70
C13 -2.82 -2.27 -2.77
C14 -2.72 -1.23 -3.69
C15 -1.73 -0.26 -3.57
C16 -0.85 -0.33 -2.51
C17 2.93 -1.10 -1.23
Br1 3.14 0.61 -0.44
C18 4.00 -1.61 -1.97
F4 5.11 -0.90 -2.08
H1 -2.16 -2.04 1.09
H2 -2.74 -3.91 2.61
H3 -0.95 -5.40 3.45
H4 1.39 -5.02 2.79
H5 1.97 -3.20 1.23
H6 -2.02 -3.15 -0.99
H7 -3.58 -3.02 -2.89
H8 -3.42 -1.18 -4.52
H9 -1.65 0.54 -4.29
H10 -0.06 0.41 -2.42
N1 2.53 1.39 5.54
N2 1.54 1.00 4.75
N3 0.29 1.01 5.15
C19 -0.36 0.65 4.06
N4 0.49 0.41 3.06
N5 1.70 0.63 3.52
H11 2.32 1.45 6.52
H12 3.47 1.14 5.25
H13 -1.43 0.57 4.00
O1 0.00 2.56 -2.72
C20 -0.32 3.03 -1.67
N6 -0.27 2.46 -0.44
C21 -0.68 3.30 0.55
O2 -0.62 2.89 1.70
C22 -1.11 4.56 -0.06
C23 -1.67 5.73 0.44
C24 -1.97 6.73 -0.47
C25 -1.75 6.57 -1.83
C26 -1.22 5.38 -2.35
C27 -0.90 4.42 -1.43
H14 -1.87 5.83 1.50
H15 -2.40 7.66 -0.12
H16 -2.00 7.36 -2.52
H17 -1.07 5.24 -3.41

As for the charge: +2. Its LUMO energy is -9.6 eV. For the HOMO energy, the calculation gives -14.5 eV.


No. 11
The following is a quantum chemistry calculation of C20H34Ge2OReSSbSe4 as an isolated structure, from the OMol25 dataset.

Atoms and positions in Å:
Re1 -0.28 -0.83 1.24
C1 4.79 -0.60 2.00
C2 3.28 -0.83 2.00
Ge1 2.39 0.16 0.45
C3 2.66 -0.65 -1.40
C4 4.05 -0.29 -1.91
C5 2.60 2.13 0.45
C6 1.90 3.26 0.29
Ge2 -0.16 3.38 0.13
C7 -1.20 3.96 1.81
C8 -1.16 5.45 2.12
C9 -0.97 3.20 -1.76
C10 -1.18 4.59 -2.33
C11 2.51 4.59 0.22
C12 1.67 5.70 0.04
C13 2.18 6.98 -0.04
C14 3.56 7.18 0.05
C15 4.41 6.09 0.21
C16 3.90 4.81 0.30
H1 5.20 -1.15 2.84
H2 5.04 0.45 2.16
H3 5.27 -0.96 1.10
H4 2.85 -0.51 2.95
H5 3.08 -1.90 1.85
H6 1.90 -0.31 -2.10
H7 2.58 -1.73 -1.28
H8 4.17 0.79 -2.04
H9 4.17 -0.75 -2.89
H10 4.84 -0.66 -1.27
H11 3.69 2.22 0.55
H12 -0.78 3.40 2.65
H13 -2.24 3.65 1.65
H14 -0.15 5.81 2.35
H15 -1.77 5.62 3.00
H16 -1.58 6.06 1.32
H17 -1.92 2.67 -1.66
H18 -0.29 2.61 -2.37
H19 -1.88 5.17 -1.74
H20 -1.60 4.49 -3.33
H21 -0.24 5.13 -2.44
H22 0.59 5.55 -0.04
H23 1.52 7.83 -0.17
H24 3.96 8.18 -0.02
H25 5.47 6.25 0.26
H26 4.59 3.99 0.43
Se1 -3.37 -2.60 3.64
Sb1 -3.14 -0.22 3.63
Se2 -2.08 0.32 0.57
Se3 -0.11 -0.03 3.30
Se4 -3.53 2.10 4.06
O1 0.23 -2.37 0.27
S1 0.47 -3.24 -1.01
C17 0.29 -5.00 -0.57
C18 -0.61 -5.51 -1.69
C19 -1.76 -4.51 -1.77
C20 -1.12 -3.15 -1.92
H27 -0.17 -5.09 0.41
H28 1.27 -5.46 -0.57
H29 -0.95 -6.52 -1.49
H30 -0.06 -5.54 -2.64
H31 -2.37 -4.56 -0.87
H32 -2.41 -4.72 -2.63
H33 -1.70 -2.30 -1.55
H34 -0.82 -2.95 -2.95

Its energy above the lowest of the compared OMol25 structures with the same formula, charge and spin is 143.4 kJ/mol. As for the charge: +4. Its LUMO energy is -14.6 eV. For the HOMO energy, the calculation gives -18.0 eV.


No. 12
The following is a quantum chemistry calculation of one molecule with the formula C22H22ClN3O3S, from the OMol25 dataset.

Atoms and positions in Å:
C1 -0.19 -3.67 -4.23
C2 -0.81 -3.70 -2.84
O1 -0.03 -2.89 -1.99
C3 -0.52 -2.76 -0.68
C4 -1.55 -1.63 -0.52
N1 -0.93 -0.33 -0.69
C5 -0.34 0.27 0.35
N2 -0.35 -0.22 1.55
C6 0.28 0.54 2.49
O2 0.82 1.61 2.22
C7 0.23 -0.04 3.84
C8 0.79 0.61 4.87
C9 0.88 0.18 6.25
C10 2.00 0.60 6.99
C11 2.19 0.22 8.30
C12 1.25 -0.57 8.93
C13 0.12 -0.98 8.24
C14 -0.06 -0.61 6.92
Cl1 -1.53 -1.09 6.16
H1 -0.63 -1.58 8.73
H2 1.39 -0.87 9.96
H3 3.07 0.55 8.83
H4 2.73 1.22 6.49
H5 1.29 1.54 4.64
H6 -0.25 -1.00 3.91
S1 0.43 1.78 -0.09
C15 -0.07 1.53 -1.75
C16 0.18 2.35 -2.83
C17 -0.30 1.98 -4.08
C18 -1.03 0.79 -4.22
C19 -1.28 -0.03 -3.14
C20 -0.79 0.33 -1.89
H7 -1.83 -0.94 -3.28
H8 -1.40 0.51 -5.19
N3 -0.10 2.75 -5.23
C21 0.55 3.94 -5.36
O3 1.06 4.55 -4.46
C22 0.54 4.43 -6.80
H9 1.06 5.39 -6.85
H10 -0.48 4.56 -7.15
H11 1.05 3.72 -7.44
H12 -0.49 2.35 -6.07
H13 0.73 3.27 -2.71
H14 -1.95 -1.67 0.49
H15 -2.36 -1.73 -1.24
H16 -0.96 -3.70 -0.34
H17 0.35 -2.52 -0.06
H18 -1.85 -3.33 -2.89
H19 -0.84 -4.73 -2.45
H20 -0.15 -2.65 -4.60
H21 -0.77 -4.28 -4.91
H22 0.83 -4.05 -4.18

Its energy above the lowest of the compared OMol25 structures with the same formula, charge and spin is 33.9 kJ/mol. Its LUMO energy is 0.0 eV. For the HOMO energy, the calculation gives -7.8 eV.


Max |F| in eV/A, matching the order above: 2.52; 0.47; 1.01; 9.31; 1.53; 5.84; 3.34; 3.58; 2.06; 3.39; 2.19; 0.90